# C44H132O44

A cluster of 22 separate species, C44H132O44 in total in a non-equilibrium geometry (ωB97M-V with the def2-TZVPD basis set, the Open Molecules 2025 dataset).

The calculated total energy comes out at -137850.39175 eV. Its net charge is 0. The multiplicity is 1.

Atoms and positions in Å:
1 C 0.85604 3.70779 3.31092
2 C 1.59642 4.35912 4.43524
3 O 2.71564 3.61441 4.87841
4 O 1.41361 3.92149 1.97685
5 H -0.20628 3.98789 3.26153
6 H 0.90051 2.61110 3.49256
7 H 0.90218 4.46948 5.28470
8 H 1.89085 5.38878 4.25179
9 H 3.35247 3.60821 4.18110
10 H 0.84910 4.55578 1.50043
11 C -6.51286 6.48002 -1.25200
12 C -6.60471 5.06225 -0.67703
13 O -5.34199 4.49912 -0.38867
14 O -5.59189 6.47134 -2.33190
15 H -6.07861 7.25684 -0.57833
16 H -7.48236 6.85565 -1.60980
17 H -7.07311 4.50577 -1.49926
18 H -7.19883 5.01751 0.26013
19 H -5.26236 3.74506 -0.97866
20 H -4.72674 6.12131 -2.09196
21 C 4.11282 -3.08995 -0.33189
22 C 2.95917 -2.16821 -0.56942
23 O 3.29668 -1.15531 -1.56937
24 O 5.21039 -2.24825 0.11034
25 H 4.47461 -3.51220 -1.27132
26 H 3.86679 -3.83276 0.39483
27 H 2.73436 -1.66121 0.35872
28 H 2.05549 -2.58807 -1.00358
29 H 4.24268 -1.01003 -1.42094
30 H 5.18517 -2.23109 1.09449
31 C 4.35445 0.91315 1.76974
32 C 2.84745 0.73018 1.80797
33 O 2.15156 1.43523 0.84020
34 O 4.56376 2.31533 2.11052
35 H 4.67521 0.69513 0.75085
36 H 4.81838 0.31254 2.50758
37 H 2.38414 0.96743 2.78023
38 H 2.73037 -0.33033 1.77881
39 H 2.12193 2.34842 1.15492
40 H 5.35325 2.65351 1.70210
41 C -1.86843 -1.27854 -3.09811
42 C -2.12335 0.21550 -3.31619
43 O -2.60057 0.98666 -2.27253
44 O -0.73244 -1.60573 -2.26946
45 H -1.65310 -1.74458 -4.09218
46 H -2.69052 -1.81643 -2.60454
47 H -2.80980 0.40756 -4.11903
48 H -1.14535 0.61454 -3.59367
49 H -1.90546 1.12163 -1.64859
50 H -0.74669 -2.58752 -2.31850
51 C 2.28926 -7.60283 -1.76981
52 C 1.37868 -6.87020 -0.82352
53 O 2.20134 -6.18390 0.13280
54 O 3.22707 -6.70393 -2.41820
55 H 1.80647 -8.11947 -2.57445
56 H 2.84702 -8.34218 -1.19699
57 H 0.78503 -7.64929 -0.28264
58 H 0.67366 -6.21988 -1.35867
59 H 1.64986 -5.53144 0.56916
60 H 3.46211 -6.07069 -1.77160
61 C -2.30358 6.77668 0.57419
62 C -3.05248 6.35481 1.76393
63 O -2.88586 7.18317 2.92684
64 O -0.89470 6.57099 0.61045
65 H -2.47144 7.89493 0.32537
66 H -2.67670 6.27301 -0.31712
67 H -2.82835 5.33100 2.09187
68 H -4.08526 6.16589 1.53547
69 H -2.44451 7.99293 2.68982
70 H -0.54805 6.61376 -0.28435
71 C -1.57326 -5.18428 -3.45558
72 C -1.31662 -6.69111 -3.12524
73 O -0.12839 -7.19624 -3.68940
74 O -0.74474 -4.27511 -2.78917
75 H -2.60618 -5.02523 -3.19287
76 H -1.46820 -4.98116 -4.50712
77 H -2.12213 -7.23926 -3.48431
78 H -1.35561 -6.84954 -2.04451
79 H -0.35071 -7.85169 -4.36260
80 H 0.19514 -4.28116 -3.11499
81 C -5.66689 1.10232 -1.68231
82 C -5.87166 0.22806 -2.90350
83 O -6.45290 0.81978 -4.00858
84 O -5.02644 2.35889 -2.00460
85 H -5.07491 0.61237 -0.92144
86 H -6.61383 1.48047 -1.26670
87 H -6.53411 -0.55967 -2.57688
88 H -4.92765 -0.13887 -3.27697
89 H -6.03524 1.67660 -4.14640
90 H -4.07935 2.13886 -2.09633
91 C -6.39351 -3.46835 3.26330
92 C -5.12802 -4.33433 3.62192
93 O -3.98277 -3.51719 3.65876
94 O -6.33220 -3.12136 1.87717
95 H -6.46946 -2.58221 3.94473
96 H -7.25828 -4.10779 3.31150
97 H -5.10652 -5.26660 3.04977
98 H -5.18863 -4.66459 4.67582
99 H -3.82849 -2.93143 2.87853
100 H -5.63383 -2.47046 1.71267
101 C 2.40786 4.53168 -6.29541
102 C 0.93027 4.80033 -6.07960
103 O 0.70072 5.76833 -5.13535
104 O 3.11263 5.64434 -6.80002
105 H 2.55664 3.77324 -7.08627
106 H 2.88663 4.15639 -5.37148
107 H 0.39427 3.85031 -5.90062
108 H 0.49757 5.11646 -7.02190
109 H 1.10446 5.50249 -4.28190
110 H 2.89736 6.41080 -6.25624
111 C 0.63648 -3.73526 2.74836
112 C -0.88759 -3.61309 3.03719
113 O -1.03150 -3.49411 4.52993
114 O 0.82692 -3.83848 1.35051
115 H 1.03522 -4.66753 3.18026
116 H 1.11997 -2.86641 3.29699
117 H -1.36477 -4.50674 2.65337
118 H -1.36202 -2.81707 2.52250
119 H -2.00959 -3.56504 4.71758
120 H 0.29524 -3.16368 0.89889
121 C 0.09534 -0.47045 0.89988
122 C -0.66398 0.77570 0.58137
123 O -0.41382 1.30428 -0.72875
124 O -0.59714 -1.60990 0.46505
125 H 0.23560 -0.55269 1.94960
126 H 1.06665 -0.38234 0.43942
127 H -0.56768 1.53866 1.38494
128 H -1.71278 0.47731 0.59530
129 H 0.56817 1.32652 -0.76543
130 H -0.84589 -1.60865 -0.45903
131 C 2.05652 1.39939 -3.58713
132 C 3.41827 1.12683 -4.37087
133 O 4.37997 2.10071 -4.09185
134 O 2.35143 1.44251 -2.21607
135 H 1.27868 0.68414 -3.84981
136 H 1.81795 2.44432 -3.90149
137 H 3.19012 1.08121 -5.45677
138 H 3.80884 0.11934 -4.22797
139 H 5.13279 1.59189 -3.76228
140 H 2.74060 0.59064 -1.95940
141 C 4.71775 3.43868 -0.98694
142 C 6.17069 2.93055 -0.96094
143 O 6.25085 1.97053 -2.03085
144 O 4.21493 4.05131 -2.16045
145 H 4.58570 4.07054 -0.12415
146 H 4.06550 2.61157 -0.74046
147 H 6.28320 2.45977 -0.00419
148 H 6.90019 3.72572 -1.09252
149 H 7.14805 1.62856 -2.00694
150 H 4.35228 3.42927 -2.90816
151 C 3.54215 0.39622 5.83399
152 C 3.14825 -0.95637 5.30138
153 O 4.19135 -1.93496 5.21501
154 O 2.33096 1.21110 6.03591
155 H 4.28544 0.93160 5.20879
156 H 4.11761 0.20024 6.75081
157 H 2.65529 -0.94182 4.32933
158 H 2.37919 -1.38335 5.96275
159 H 4.28355 -2.24206 6.15655
160 H 2.56626 2.08109 5.63088
161 C -3.72165 -3.91214 0.08323
162 C -3.84173 -2.37460 0.00921
163 O -3.97227 -1.77370 1.30691
164 O -4.91075 -4.62702 -0.19977
165 H -3.45957 -4.13785 1.12804
166 H -2.86876 -4.21946 -0.46823
167 H -4.72254 -2.05477 -0.58682
168 H -2.96071 -2.05732 -0.54771
169 H -3.83243 -0.78873 1.14345
170 H -5.66001 -4.35352 0.33451
171 C 0.98214 4.31582 -1.63254
172 C -0.51109 4.29954 -1.93474
173 O -0.99579 5.61300 -2.23980
174 O 1.76107 4.73911 -2.74862
175 H 1.31402 3.32421 -1.28478
176 H 1.15297 4.99944 -0.79706
177 H -1.07861 3.94435 -1.03775
178 H -0.78063 3.65307 -2.79812
179 H -0.43940 5.98029 -2.95342
180 H 2.72380 4.64551 -2.54345
181 C 3.48576 -3.54141 -5.15266
182 C 3.01166 -4.11045 -3.84317
183 O 1.64431 -4.57116 -3.99965
184 O 2.72796 -2.37009 -5.48020
185 H 3.37687 -4.33799 -5.89784
186 H 4.54065 -3.33186 -5.06352
187 H 3.09499 -3.37311 -3.05991
188 H 3.64853 -4.96415 -3.64890
189 H 1.58577 -5.53403 -3.91257
190 H 2.66744 -2.37129 -6.44444
191 C 5.47373 -4.13358 3.23528
192 C 4.22177 -4.92307 3.49189
193 O 4.55607 -6.23925 3.91186
194 O 5.13925 -2.74566 2.92576
195 H 5.99183 -4.54059 2.35369
196 H 6.13332 -4.21134 4.13025
197 H 3.53526 -4.89173 2.62747
198 H 3.69653 -4.47465 4.34009
199 H 4.40818 -6.83737 3.17226
200 H 4.98792 -2.30634 3.77966
201 C -4.05551 2.27486 1.16446
202 C -4.52960 3.11112 2.38469
203 O -5.71969 2.59829 2.98322
204 O -3.77739 0.95486 1.62778
205 H -3.20134 2.77654 0.66989
206 H -4.86884 2.14118 0.47208
207 H -4.70420 4.14705 2.20552
208 H -3.80942 2.97396 3.19398
209 H -5.49984 1.79047 3.46294
210 H -3.09503 1.04981 2.34701
211 C -0.52451 -0.44529 5.16364
212 C -1.80745 -0.43323 4.34861
213 O -1.68759 0.69190 3.43663
214 O -0.54610 0.84463 5.85105
215 H 0.36713 -0.56826 4.52525
216 H -0.60845 -1.25663 5.89198
217 H -2.67073 -0.28751 4.98188
218 H -1.95857 -1.24987 3.65787
219 H -1.36674 1.45810 3.92887
220 H 0.36815 1.03862 6.09432



# C44H24BrF7N5O3SeSn

A structure of composition C44H24BrF7N5O3SeSn (ωB97M-V with the def2-TZVPD basis set, the Open Molecules 2025 dataset).

The calculated total energy comes out at -219858.32398 eV. Its net charge is -1. The multiplicity is 1.

Atoms and positions in Å:
1 Sn -0.23492 1.50612 1.20512
2 C 7.72120 -3.27945 9.02997
3 O 7.66789 -3.50489 7.63792
4 C 6.47660 -3.27562 7.01146
5 C 6.46438 -3.47839 5.63419
6 C 5.30551 -3.27462 4.91438
7 C 4.13343 -2.86228 5.55215
8 C 4.16003 -2.65606 6.92433
9 C 5.31898 -2.86161 7.66018
10 C 2.89013 -2.62722 4.81128
11 N 1.73376 -2.31684 5.35852
12 C 0.88338 -2.13691 4.29505
13 C 1.53346 -2.36928 3.10983
14 N 2.81913 -2.69659 3.45001
15 C 0.90627 -2.26704 1.83083
16 C 1.53108 -2.57483 0.61440
17 C 0.80558 -2.46400 -0.54567
18 C -0.52284 -2.03128 -0.46510
19 N -1.12432 -1.71197 0.66277
20 C -0.43256 -1.82654 1.81019
21 C -1.10334 -1.44302 3.06353
22 N -2.30198 -0.84546 2.97540
23 C -2.90933 -0.48688 4.08631
24 C -2.38052 -0.70001 5.36444
25 C -1.14002 -1.27941 5.46966
26 C -0.46467 -1.64876 4.30090
27 H 8.73982 -3.50442 9.33545
28 H 7.03052 -3.93445 9.56887
29 H 7.49268 -2.23850 9.27521
30 H 7.37810 -3.78831 5.14502
31 H 5.32421 -3.42472 3.84242
32 H 3.25361 -2.32776 7.41499
33 H 5.30490 -2.68925 8.72645
34 H 3.60342 -2.60744 2.80010
35 H 2.57215 -2.87345 0.60166
36 H 1.24696 -2.69320 -1.50674
37 H -1.11914 -1.93062 -1.36767
38 H -3.86785 0.00981 3.96914
39 H -2.93286 -0.38708 6.24063
40 H -0.65664 -1.43583 6.42538
41 F -5.40807 1.95057 -0.68974
42 C -4.11514 1.69407 -0.98340
43 C -3.17189 1.70914 0.02111
44 C -1.84578 1.44601 -0.29057
45 C -1.46936 1.16110 -1.61339
46 C -2.46929 1.17146 -2.58259
47 F -2.18424 0.92773 -3.88791
48 C -3.79229 1.43262 -2.29892
49 C -0.04597 0.84062 -1.88297
50 C 0.46290 0.38006 -3.09590
51 C 1.80682 0.05914 -3.18996
52 C 2.63154 0.18925 -2.08764
53 C 2.06742 0.64898 -0.91126
54 N 0.77628 0.96955 -0.82609
55 H -3.47759 1.93290 1.03524
56 H -4.53818 1.43273 -3.07998
57 H -0.18210 0.26576 -3.94953
58 H 2.20554 -0.30401 -4.12927
59 H 3.67953 -0.06987 -2.12400
60 H 2.65640 0.73818 -0.00321
61 F 6.85587 -0.93211 -4.02316
62 C 6.37684 -0.89678 -2.77016
63 C 5.84454 -2.03321 -2.18928
64 F 5.80411 -3.17600 -2.89179
65 C 5.35771 -1.98294 -0.89642
66 F 4.83757 -3.12176 -0.40635
67 C 5.36682 -0.82456 -0.11977
68 Se 4.64292 -0.76407 1.62269
69 C 5.91207 0.29874 -0.74455
70 F 5.95884 1.47319 -0.10450
71 C 6.41052 0.27468 -2.03542
72 F 6.92189 1.38284 -2.59039
73 Br -0.70822 10.34390 0.84598
74 C -0.68767 8.44849 0.97020
75 C 0.25094 7.73521 0.24368
76 C 0.25903 6.35194 0.33760
77 C -0.66019 5.69828 1.14821
78 C -1.59251 6.43329 1.86916
79 C -1.61258 7.81637 1.78494
80 C -0.66071 4.20249 1.24850
81 O 0.21086 3.56769 0.55856
82 O -1.48248 3.62053 1.97750
83 H 0.96284 8.25298 -0.38371
84 H 0.97892 5.76431 -0.21542
85 H -2.29918 5.90319 2.49336
86 H -2.33457 8.39707 2.34179



Question: Which value of net charge does entry 2 give?
Answer: -1



Question: Among the records above, which one has the lowest net charge?
Answer: C44H24BrF7N5O3SeSn